Entry 1:
10
Properties=species:S:1:pos:R:3:lowdin_spin:R:1 method="wB97M-V/def2-TZVPD" gap_ha="0.283 / 0.263" de_lowest_ev=0.379 e_homo_ev="-7.46 / -8.55" multiplicity=4
O 0.69271 0.15025 0.53159 0.26
H -2.13050 -1.57653 0.93715 0.00
H -1.25418 0.67594 0.92847 0.01
H -0.39410 -2.29362 0.83913 0.00
C -1.05529 -1.42468 0.84370 0.02
C -0.56817 -0.17347 0.77988 0.03
Ni 1.77598 1.54911 0.86571 2.51
C 0.92677 0.93718 -1.82344 0.03
O 0.05148 0.92724 -2.58524 0.01
O 1.95530 1.22859 -1.31695 0.12

Entry 2:
9
Properties=species:S:1:pos:R:3:mulliken_charge:R:1 method="wB97M-V/def2-TZVPD" gap_ha="0.270 / 0.270" de_lowest_ev=3.625 e_homo_ev="-8.57 / -8.58"
P -1.13395 1.45071 0.20443 -0.18
C 0.51152 0.89223 0.02075 -0.35
H 1.06312 -0.46086 -1.03209 0.26
O 0.08932 -1.44122 0.33171 -0.70
H 1.30271 1.47716 -0.15394 0.46
H 1.97962 -0.65062 0.38106 0.43
C 0.97101 -0.52290 0.06872 -0.30
O -2.83862 -0.72305 0.03839 -0.25
C -1.94474 -0.02145 0.14097 0.63

Entry 3:
9
Properties=species:S:1:pos:R:3:lowdin_spin:R:1 method="wB97M-V/def2-TZVPD" gap_ha="0.242 / 0.316" de_lowest_ev=1.486 e_homo_ev="-17.88 / -19.92" total_charge=+2 multiplicity=2
C -1.44172 0.23068 -0.58596 0.37
C 1.14518 -0.04044 0.11062 0.13
H -0.22134 -1.50009 -0.96198 0.01
Pb 2.07995 -0.15244 3.07787 0.01
H -1.44823 1.31403 -0.45762 0.02
H -2.37573 -0.27051 -0.84071 0.02
C -0.28790 -0.46949 -0.60332 0.13
O 1.30214 0.37240 1.25716 0.04
O 1.24766 0.51587 -0.99606 0.28

Entry 4:
9
Properties=species:S:1:pos:R:3:lowdin_spin:R:1 method="wB97M-V/def2-TZVPD" gap_ha="0.180 / 0.185" de_lowest_ev=0.452 e_homo_ev="-10.90 / -10.97" total_charge=+1 multiplicity=6
C 0.61709 0.23596 0.23289 0.00
C -0.96527 -0.72830 0.10314 0.00
Pm 3.72569 0.84766 0.23390 5.04
C -0.39754 1.01701 -0.33284 -0.01
O -0.89088 2.09985 -0.17790 -0.01
O 1.56690 -0.26650 -0.49822 -0.03
H -1.98476 -0.46013 0.40654 0.00
H -0.70228 -1.46295 0.88069 0.00
H -0.96895 -1.28260 -0.84821 0.00

Entry 5:
9
Properties=species:S:1:pos:R:3:lowdin_spin:R:1 method="wB97M-V/def2-TZVPD" gap_ha="0.134 / 0.212" de_lowest_ev=0.432 e_homo_ev="-0.04 / -3.77" total_charge=-1 multiplicity=3
C 0.73988 0.07307 -0.89964 0.06
O -1.60255 0.17605 -0.91120 0.25
H 1.39332 0.77223 -0.47722 0.01
S -0.32848 -1.53785 1.61523 0.79
C -0.61898 0.09635 1.31958 0.36
C -0.61690 0.21515 -0.21524 0.27
O -0.69665 1.04425 2.13215 0.25
H 1.20505 -0.90924 -0.62270 0.01
H 0.52530 0.06999 -1.94095 0.00

Entry 6:
9
Properties=species:S:1:pos:R:3:lowdin_spin:R:1 method="wB97M-V/def2-TZVPD" gap_ha="0.227 / 0.274" de_lowest_ev=0.843 e_homo_ev="-11.17 / -12.45" total_charge=+1 multiplicity=2
H -0.65524 1.93634 0.05342 0.06
C 1.83647 -0.91611 -0.08710 0.01
C -1.24307 1.01778 0.05387 0.73
O 0.67559 -0.81170 -0.04205 0.05
Tl 5.11667 -1.70809 -0.25746 0.00
H -2.85037 -0.34481 0.15906 0.02
H -3.28986 1.47032 0.15818 0.03
C -2.51078 0.69608 0.14148 0.10
O 2.92061 -1.33981 -0.17941 0.00

Entry 7:
9
Properties=species:S:1:pos:R:3:mulliken_charge:R:1 method="wB97M-V/def2-TZVPD" gap_ha=0.178 de_lowest_ev=2.375 e_homo_ev=-10.59 total_charge=+1
Yb -2.35055 -1.20167 0.54938 1.49
O -0.33398 -1.12705 -0.36698 -0.68
H 0.69973 -0.05763 -2.28847 0.28
C 0.88419 0.37234 -1.30096 -0.73
O -1.54224 0.49172 2.08039 -0.21
H 0.99804 1.45668 -1.27407 0.23
C 0.71439 -0.30885 -0.13547 0.09
C -0.62407 1.15032 2.34165 0.26
H 1.55447 -0.77586 0.39452 0.29

Entry 8:
9
Properties=species:S:1:pos:R:3:mulliken_charge:R:1 method="wB97M-V/def2-TZVPD" gap_ha="0.301 / 0.301" de_lowest_ev=4.881 e_homo_ev="-14.84 / -14.84" total_charge=+1
C 0.43180 0.93309 -0.01250 -0.67
H 0.92394 -0.31534 1.25562 0.17
O -1.03580 -1.47157 0.73525 -0.18
C 1.54132 1.41210 -0.59893 0.82
H -0.44626 -1.19561 1.39193 0.20
O 2.38449 2.09111 -0.87184 -0.10
H -1.95950 -1.04824 -0.93361 0.43
C -1.19683 -0.77664 -0.31145 0.46
O -0.64316 0.37111 -0.65447 -0.12

Entry 9:
10
Properties=species:S:1:pos:R:3:mulliken_charge:R:1 method="wB97M-V/def2-TZVPD" gap_ha=0.314 de_lowest_ev=2.757 e_homo_ev=-9.25
C 0.69095 -0.38789 -0.56639 -0.26
H 0.92526 1.73980 0.22310 0.35
P -0.11579 0.18495 2.11986 0.29
O 0.08437 -1.26348 2.05277 -0.43
O -2.39520 0.77405 -0.83723 -0.30
H 1.18407 -1.32387 -0.04118 0.24
C 0.34632 0.76422 0.39569 -0.42
C -1.34237 0.32051 -0.80023 0.45
O -0.63045 -0.68598 -1.16121 -0.24
H 1.25284 -0.12231 -1.38518 0.32

Entry 10:
10
Properties=species:S:1:pos:R:3:lowdin_spin:R:1 method="wB97M-V/def2-TZVPD" gap_ha="0.287 / 0.191" de_lowest_ev=2.397 e_homo_ev="-12.96 / -14.22" total_charge=+1 multiplicity=6
O 1.30372 -1.68698 0.61256 0.01
C -1.23067 0.08561 -0.89127 0.49
H 0.86865 1.56708 0.42652 0.00
H -0.14375 0.28489 1.28626 0.01
C 0.45937 0.55584 0.29912 0.03
O -1.73942 -0.62438 -1.78008 0.56
O 0.05134 0.39220 -1.06515 0.12
Rh -3.39891 -0.05342 -0.78502 3.78
H 2.40513 -0.03937 1.09412 0.00
C 1.42454 -0.48148 0.80296 0.00

Entry 11:
10
Properties=species:S:1:pos:R:3:mulliken_charge:R:1 method="wB97M-V/def2-TZVPD" gap_ha=0.284 de_lowest_ev=1.462 e_homo_ev=-4.20 smiles="O=C([O-])[C@]1(S)CO1" total_charge=-1
C -1.28135 0.65203 0.05399 0.55
C 0.04058 -0.17705 -0.44722 0.44
C 1.30712 0.37820 0.05148 -0.53
O 0.90665 0.33331 -1.30640 -0.42
O -1.13871 1.79123 -0.25408 -0.64
S -0.13481 -2.17330 -0.25527 -0.37
H 1.89883 -0.42178 0.43117 0.25
O -2.12344 -0.01548 0.59923 -0.70
H 1.46652 1.36597 0.44866 0.27
H -0.94140 -1.73312 0.67844 0.16

Entry 12:
10
Properties=species:S:1:pos:R:3:lowdin_spin:R:1 method="wB97M-V/def2-TZVPD" gap_ha="0.256 / 0.198" de_lowest_ev=2.661 e_homo_ev="-18.28 / -17.21" total_charge=+2 multiplicity=3
O -0.54176 -1.65340 0.04744 0.02
H -0.74309 0.28181 2.11156 0.03
C 0.44680 -0.95159 -0.04794 0.00
C -2.05727 0.22435 0.39429 0.77
O 1.51134 -1.06294 -0.72457 0.00
Tm 2.33040 0.93243 -0.82486 1.01
H -2.75705 -0.11476 1.18120 0.05
C -0.87195 0.70225 1.09762 0.12
H -0.94329 1.80495 1.15482 0.00
O 0.33065 0.38829 0.36374 0.01